Record 1
Here is a molecular structure, C19H28CrN4O5Si from OMol25. Energies are from ωB97M-V/def2-TZVPD.

Positions of all 58 atoms, in Å:
O1 -1.0046 -5.3162 -0.4847
H1 0.0794 2.7029 1.8535
C1 -2.9856 0.6616 -2.1942
H2 2.3670 1.7118 1.0532
N1 1.4155 -2.3546 -2.8561
H3 -3.8120 -0.1743 3.0267
H4 -3.1990 -0.8811 0.7308
N2 1.2987 2.1877 3.4634
C2 -1.8160 0.4662 3.5036
C3 2.3451 2.6831 4.3529
N3 -1.2053 -0.4066 0.9303
H5 1.0111 4.0212 2.5279
H6 0.0076 1.3658 -0.9620
O2 -1.1900 -3.1163 -0.0721
H7 1.6801 -1.4381 -3.1768
C4 1.2984 -5.9852 -2.7560
C5 0.0388 0.4730 -1.6024
C6 1.0546 2.9642 2.2530
H8 -0.0598 2.5106 -4.2437
H9 -3.2939 -0.3640 -1.9666
C7 2.1281 2.7678 1.1798
C8 0.5704 1.1230 3.8942
H10 -0.0951 -6.2421 -1.4161
C9 0.3017 -3.7769 -1.7238
Cr1 -0.5373 -1.2823 -0.6693
H11 -0.1361 -0.6071 -4.7661
O3 2.1204 -6.4215 -3.5232
C10 1.8318 -3.5523 -3.2913
C11 1.8259 3.7351 5.3265
C12 -1.1141 -0.6213 -4.2777
C13 -0.5242 0.5925 3.0047
H12 -1.8628 -0.4758 -5.0593
H13 1.0019 3.3271 5.9117
C14 -0.7213 -4.1348 -0.6780
H14 2.6217 4.0297 6.0107
H15 1.7765 3.1602 0.2251
C15 -1.0526 2.4068 -3.8000
C16 -2.7945 -0.0649 2.6797
C17 -2.4573 -0.4740 1.4057
C18 1.1425 -4.5120 -2.5784
H16 -1.7912 2.5624 -4.5905
Si1 -1.2444 0.7259 -2.9458
H17 1.0393 0.4819 -2.0619
H18 0.7342 0.1631 1.3221
N4 0.4801 -2.4718 -1.9120
H19 -3.0204 1.2406 -1.2672
O4 0.4940 -6.7496 -2.0491
H20 2.7358 1.8354 4.9105
H21 -1.1725 3.2138 -3.0725
H22 -1.2709 -1.6164 -3.8562
H23 -3.7290 1.0832 -2.8739
H24 1.4745 4.6292 4.8088
C19 -0.2667 0.1158 1.7341
O5 0.7420 0.6067 4.9864
H25 3.0481 3.2936 1.4351
H26 2.5796 -3.6712 -4.0571
H27 -2.0384 0.7808 4.5145
H28 3.1502 3.0874 3.7389

**E_tot**: -2670.1060 a.u.
**Relative energy (zero: lowest compared OMol25 entry of this formula, charge and spin)**: 0.171 eV
**⟨S²⟩**: 6.02
**2S+1**: 5
**Gap between HOMO and LUMO (alpha / beta)**: 8.31 / 8.31 eV
**Highest occupied orbital energy (alpha / beta)**: -0.3151 / -0.3227 Eh

=====

Record 2
Here is a molecular structure, C19H28F3N4O3RbS7 from OMol25. Energies are from ωB97M-V/def2-TZVPD.

Positions of all 65 atoms, in Å:
H1 -2.4690 -0.6278 -6.5991
C1 -2.8450 -3.3992 1.9048
S1 -2.2946 4.3444 4.4392
H2 -0.8665 -1.2647 -2.2356
H3 0.7554 3.8532 -2.2308
C2 2.5665 -2.0256 2.7224
H4 -1.3114 -2.7695 -4.5903
H5 -3.6964 0.2195 -5.7161
C3 3.4248 3.3729 -0.4513
H6 -3.4775 0.7783 -1.8654
H7 -3.5682 -4.2380 1.9435
C4 -1.2362 0.0643 -3.6393
H8 2.4750 -2.8920 2.0505
O1 4.0998 1.4273 0.8569
N1 -0.8106 -1.4341 1.7515
H9 4.6616 -0.3689 -0.0482
N2 -1.2205 -1.2149 -3.2137
H10 -3.5927 0.7388 -0.3221
H11 3.1548 -2.3395 3.6082
H12 1.5360 5.0144 -1.1056
S2 0.2205 0.8610 4.6237
S3 0.5066 -2.4782 -0.4126
H13 5.8972 0.3547 0.9899
H14 -3.7426 -1.9718 3.3046
C5 -2.9071 -2.2097 2.6115
Rb1 1.0116 0.7789 0.6046
S4 0.1886 3.5940 5.9030
H15 5.0346 -1.3239 2.4074
H16 3.3482 3.7932 0.5509
C6 4.3836 -0.4844 2.1270
F1 -0.3927 -5.4788 0.2635
H17 -2.2736 -2.9420 -3.0771
H18 3.9268 4.0968 -1.0714
N3 -1.7991 0.3752 -4.8429
S5 -2.2074 2.0833 2.5148
O2 3.0569 -0.8942 1.9492
C7 -1.9779 -2.2285 -3.8895
S6 -1.0991 6.3399 6.2125
C8 -0.7111 -2.4533 0.8774
H19 2.3599 4.4420 -2.5727
C9 1.6942 4.1495 -1.7709
C10 -1.7383 -3.5702 1.0504
C11 4.3983 2.2085 -0.3235
H20 4.4026 0.2790 2.9439
C12 -1.6125 -4.8232 0.1843
C13 -0.4826 2.4349 4.7674
C14 -3.1420 -1.6306 -4.6761
C15 -1.5842 2.8670 3.8707
H21 -2.9481 -0.5005 -1.0979
C16 -1.0706 4.8016 5.6358
F2 -2.5950 -5.6827 0.5438
H22 5.3909 2.6677 -0.1868
H23 -1.5945 1.3428 -5.1353
O3 2.1606 2.9899 -1.1088
S7 -0.5959 1.2574 -2.5965
H24 -1.8916 -0.3862 3.2604
C17 -2.7834 -0.4325 -5.5468
N4 -3.7456 0.1300 -1.1109
C18 -1.8269 -1.2884 2.6085
H25 1.5510 -1.7519 3.0041
H26 -3.8446 -1.2979 -3.8879
H27 -3.6800 -2.3236 -5.2748
H28 4.3970 1.5025 -1.1611
F3 -1.7983 -4.6366 -1.1977
C19 4.8301 0.2000 0.8724

**E_tot**: -4296.5755 a.u.
**Relative energy (zero: lowest compared OMol25 entry of this formula, charge and spin)**: 1.332 eV
**Charge**: -2
**Gap between HOMO and LUMO**: 2.81 eV
**Highest occupied orbital energy**: 0.0142 Eh

=====

Record 3
Here is a molecular structure, C19H28F9N2O4P3Ti from OMol25. Energies are from ωB97M-V/def2-TZVPD.

Positions of all 66 atoms, in Å:
H1 1.5286 -2.4268 -2.5045
F1 -1.1674 -2.5273 -3.1750
H2 0.1442 -4.8297 0.2997
H3 -1.1309 -1.4474 3.1137
C1 0.2048 5.0121 -0.1828
H4 -2.8755 2.8486 -4.3488
P1 -0.5988 -2.6454 1.0967
H5 -0.1378 5.9368 -0.6432
H6 1.2879 5.0245 -0.0644
C2 1.8381 -3.6851 1.0474
Ti1 -0.2122 0.8163 -1.6923
C3 -1.2188 4.0363 -2.0115
O1 -0.5664 0.7223 0.5780
H7 0.5846 -1.3320 2.7762
C4 1.9516 1.4097 2.9791
C5 -0.0832 1.0905 4.8382
N1 0.2281 2.6460 -0.7326
C6 2.2567 1.2687 4.3246
H8 3.6111 -0.9979 -1.0079
H9 0.2177 -4.7721 2.0689
H10 3.7137 -1.1058 0.7536
H11 -2.9698 -2.2704 1.2313
O2 1.3319 -0.2211 -0.9556
C7 -0.2637 -2.0131 2.7758
H12 0.4895 -3.5638 -1.6719
H13 3.2905 1.2883 4.6477
N2 0.8670 2.5239 0.5057
C8 1.4767 -3.1073 -1.6591
H14 1.4817 1.0042 6.3083
F2 0.8425 0.9331 -4.5180
F3 -3.0439 -2.6213 -1.9243
C9 -2.0143 3.0019 -2.4247
F4 0.2363 2.9388 -4.0877
H15 -0.2133 4.9272 0.8217
H16 -0.8791 0.9792 5.5646
C10 0.7297 1.8132 -3.4796
H17 -3.4958 4.2234 -3.4117
P2 1.7326 -2.2089 -0.1102
H18 2.2042 -3.3496 2.0196
H19 -2.5357 -3.7270 2.1668
F5 -3.5229 -0.4697 -2.4596
C11 -2.3509 -3.1671 1.2460
C12 1.2416 1.1103 5.2577
C13 0.6274 1.3656 2.5530
C14 -3.1773 3.1839 -3.3533
C15 -0.2185 3.8366 -1.0184
F6 -1.4816 -0.9592 -1.4956
H20 -1.4139 1.1704 3.1457
C16 0.2765 1.5125 1.1148
H21 2.2439 -3.8823 -1.7316
C17 0.3978 -4.2016 1.1541
H22 -2.6215 -3.7672 0.3805
H23 2.7307 1.5582 2.2426
H24 2.5349 -4.4338 0.6582
H25 -1.4259 5.0417 -2.3459
O3 -1.8279 1.7765 -2.0264
C18 -0.3894 1.2067 3.4933
H26 -0.0803 -2.8318 3.4764
C19 3.4782 -1.6593 -0.1555
F7 -3.1646 -1.9630 -4.1567
H27 -4.0001 2.5477 -3.0301
P3 -2.3662 -1.5007 -2.8619
F8 2.0171 2.1514 -3.1499
H28 4.1477 -2.5201 -0.2338
O4 1.0793 -0.3571 -2.3490
F9 -1.5770 -0.3416 -3.6666

**E_tot**: -3923.8883 a.u.
**Relative energy (zero: lowest compared OMol25 entry of this formula, charge and spin)**: 1.479 eV
**⟨S²⟩**: 0.76
**2S+1**: 2
**Charge**: -1
**Gap between HOMO and LUMO (alpha / beta)**: 7.05 / 6.32 eV
**Highest occupied orbital energy (alpha / beta)**: -0.1636 / -0.1765 Eh

=====

Record 4
Here is a molecular structure, C19H28F9N2O4P3Ti from OMol25. Energies are from ωB97M-V/def2-TZVPD.

Positions of all 66 atoms, in Å:
C1 -0.0386 2.8630 2.2441
O1 -0.0321 -3.1392 0.5166
H1 0.9372 -5.3652 1.8808
N1 -1.4603 -1.1429 1.4050
H2 3.2879 1.0054 2.2154
H3 1.9751 3.5468 0.3344
H4 -1.5120 -3.8459 3.3652
O2 -0.7078 0.4410 -0.3046
C2 -2.7831 -1.5259 3.4232
C3 -0.4522 -3.8081 1.5251
C4 -1.8348 0.6988 0.3024
C5 1.0815 1.7605 -3.4987
H5 -0.0892 -5.6152 0.4816
H6 -3.7793 -1.5483 2.9792
H7 3.3182 1.4746 -0.5302
C6 -2.6489 1.8322 -0.2288
H8 0.5931 2.8857 -0.5313
H9 -2.7095 3.9291 -2.8888
H10 3.8747 -0.4439 -2.2422
P1 1.7374 0.6860 -2.1542
Ti1 0.1861 -1.3050 0.0834
H11 -0.9716 2.9388 1.6872
H12 2.2708 1.5724 3.5414
P2 1.0995 1.6559 1.4361
H13 -5.3858 3.7025 0.4507
P3 3.0400 -3.4183 -1.1846
C7 -0.0849 -5.2611 1.5105
H14 1.8848 2.3099 -3.9974
F1 4.1944 -4.5196 -1.2392
C8 -1.2000 -3.2374 2.5296
F2 1.8181 -2.1839 -1.1697
H15 -2.7555 -2.2034 4.2737
C9 2.4965 1.9694 -1.0550
C10 2.5638 1.7607 2.5087
H16 3.0134 2.7548 2.4448
H17 -0.2678 2.5270 3.2546
H18 2.9445 2.7442 -1.6875
C11 -3.7774 2.2925 0.4449
H19 0.5619 1.1405 -4.2294
F3 3.2944 -3.0204 -2.7199
F4 1.9286 -4.4781 -1.6365
H20 -4.7000 4.7677 -1.6743
H21 3.8646 0.9717 -3.3366
C12 -2.2675 2.4256 -1.4259
C13 -1.7547 -1.9348 2.4034
C14 -1.3326 -1.9104 -1.4854
F5 -1.9206 -3.1404 -1.3739
C15 1.5402 2.6182 -0.0538
C16 -4.1217 3.9460 -1.2702
N2 -2.2976 -0.0115 1.2860
F6 2.7452 -3.7288 0.3599
O3 1.6796 -0.1788 0.7762
H22 3.0436 -0.5502 -3.7756
H23 -1.4117 2.0262 -1.9508
C17 -4.5080 3.3478 -0.0750
F7 -2.4037 -1.0699 -1.7187
H24 -2.6090 -0.5027 3.7531
H25 -4.0699 1.8077 1.3667
H26 0.3613 2.4787 -3.1033
H27 0.4414 3.8471 2.2855
F8 4.1001 -2.2879 -0.7313
F9 -0.6911 -1.9537 -2.7161
O4 1.1797 -1.1505 1.6955
H28 -0.7578 -5.8538 2.1274
C18 3.2839 0.1264 -2.9551
C19 -3.0050 3.4807 -1.9488

**E_tot**: -3923.9173 a.u.
**Relative energy (zero: lowest compared OMol25 entry of this formula, charge and spin)**: 0.689 eV
**⟨S²⟩**: 0.75
**2S+1**: 2
**Charge**: -1
**Gap between HOMO and LUMO (alpha / beta)**: 7.22 / 6.63 eV
**Highest occupied orbital energy (alpha / beta)**: -0.1747 / -0.1773 Eh

=====

> The highest E_tot belongs to which entry?

C19H28CrN4O5Si

=====

Copy entry 3 word for word.
Here is a molecular structure, C19H28F9N2O4P3Ti from OMol25. Energies are from ωB97M-V/def2-TZVPD.

Positions of all 66 atoms, in Å:
H1 1.5286 -2.4268 -2.5045
F1 -1.1674 -2.5273 -3.1750
H2 0.1442 -4.8297 0.2997
H3 -1.1309 -1.4474 3.1137
C1 0.2048 5.0121 -0.1828
H4 -2.8755 2.8486 -4.3488
P1 -0.5988 -2.6454 1.0967
H5 -0.1378 5.9368 -0.6432
H6 1.2879 5.0245 -0.0644
C2 1.8381 -3.6851 1.0474
Ti1 -0.2122 0.8163 -1.6923
C3 -1.2188 4.0363 -2.0115
O1 -0.5664 0.7223 0.5780
H7 0.5846 -1.3320 2.7762
C4 1.9516 1.4097 2.9791
C5 -0.0832 1.0905 4.8382
N1 0.2281 2.6460 -0.7326
C6 2.2567 1.2687 4.3246
H8 3.6111 -0.9979 -1.0079
H9 0.2177 -4.7721 2.0689
H10 3.7137 -1.1058 0.7536
H11 -2.9698 -2.2704 1.2313
O2 1.3319 -0.2211 -0.9556
C7 -0.2637 -2.0131 2.7758
H12 0.4895 -3.5638 -1.6719
H13 3.2905 1.2883 4.6477
N2 0.8670 2.5239 0.5057
C8 1.4767 -3.1073 -1.6591
H14 1.4817 1.0042 6.3083
F2 0.8425 0.9331 -4.5180
F3 -3.0439 -2.6213 -1.9243
C9 -2.0143 3.0019 -2.4247
F4 0.2363 2.9388 -4.0877
H15 -0.2133 4.9272 0.8217
H16 -0.8791 0.9792 5.5646
C10 0.7297 1.8132 -3.4796
H17 -3.4958 4.2234 -3.4117
P2 1.7326 -2.2089 -0.1102
H18 2.2042 -3.3496 2.0196
H19 -2.5357 -3.7270 2.1668
F5 -3.5229 -0.4697 -2.4596
C11 -2.3509 -3.1671 1.2460
C12 1.2416 1.1103 5.2577
C13 0.6274 1.3656 2.5530
C14 -3.1773 3.1839 -3.3533
C15 -0.2185 3.8366 -1.0184
F6 -1.4816 -0.9592 -1.4956
H20 -1.4139 1.1704 3.1457
C16 0.2765 1.5125 1.1148
H21 2.2439 -3.8823 -1.7316
C17 0.3978 -4.2016 1.1541
H22 -2.6215 -3.7672 0.3805
H23 2.7307 1.5582 2.2426
H24 2.5349 -4.4338 0.6582
H25 -1.4259 5.0417 -2.3459
O3 -1.8279 1.7765 -2.0264
C18 -0.3894 1.2067 3.4933
H26 -0.0803 -2.8318 3.4764
C19 3.4782 -1.6593 -0.1555
F7 -3.1646 -1.9630 -4.1567
H27 -4.0001 2.5477 -3.0301
P3 -2.3662 -1.5007 -2.8619
F8 2.0171 2.1514 -3.1499
H28 4.1477 -2.5201 -0.2338
O4 1.0793 -0.3571 -2.3490
F9 -1.5770 -0.3416 -3.6666

**E_tot**: -3923.8883 a.u.
**Relative energy (zero: lowest compared OMol25 entry of this formula, charge and spin)**: 1.479 eV
**⟨S²⟩**: 0.76
**2S+1**: 2
**Charge**: -1
**Gap between HOMO and LUMO (alpha / beta)**: 7.05 / 6.32 eV
**Highest occupied orbital energy (alpha / beta)**: -0.1636 / -0.1765 Eh

=====

Copy entry 2 word for word.
Here is a molecular structure, C19H28F3N4O3RbS7 from OMol25. Energies are from ωB97M-V/def2-TZVPD.

Positions of all 65 atoms, in Å:
H1 -2.4690 -0.6278 -6.5991
C1 -2.8450 -3.3992 1.9048
S1 -2.2946 4.3444 4.4392
H2 -0.8665 -1.2647 -2.2356
H3 0.7554 3.8532 -2.2308
C2 2.5665 -2.0256 2.7224
H4 -1.3114 -2.7695 -4.5903
H5 -3.6964 0.2195 -5.7161
C3 3.4248 3.3729 -0.4513
H6 -3.4775 0.7783 -1.8654
H7 -3.5682 -4.2380 1.9435
C4 -1.2362 0.0643 -3.6393
H8 2.4750 -2.8920 2.0505
O1 4.0998 1.4273 0.8569
N1 -0.8106 -1.4341 1.7515
H9 4.6616 -0.3689 -0.0482
N2 -1.2205 -1.2149 -3.2137
H10 -3.5927 0.7388 -0.3221
H11 3.1548 -2.3395 3.6082
H12 1.5360 5.0144 -1.1056
S2 0.2205 0.8610 4.6237
S3 0.5066 -2.4782 -0.4126
H13 5.8972 0.3547 0.9899
H14 -3.7426 -1.9718 3.3046
C5 -2.9071 -2.2097 2.6115
Rb1 1.0116 0.7789 0.6046
S4 0.1886 3.5940 5.9030
H15 5.0346 -1.3239 2.4074
H16 3.3482 3.7932 0.5509
C6 4.3836 -0.4844 2.1270
F1 -0.3927 -5.4788 0.2635
H17 -2.2736 -2.9420 -3.0771
H18 3.9268 4.0968 -1.0714
N3 -1.7991 0.3752 -4.8429
S5 -2.2074 2.0833 2.5148
O2 3.0569 -0.8942 1.9492
C7 -1.9779 -2.2285 -3.8895
S6 -1.0991 6.3399 6.2125
C8 -0.7111 -2.4533 0.8774
H19 2.3599 4.4420 -2.5727
C9 1.6942 4.1495 -1.7709
C10 -1.7383 -3.5702 1.0504
C11 4.3983 2.2085 -0.3235
H20 4.4026 0.2790 2.9439
C12 -1.6125 -4.8232 0.1843
C13 -0.4826 2.4349 4.7674
C14 -3.1420 -1.6306 -4.6761
C15 -1.5842 2.8670 3.8707
H21 -2.9481 -0.5005 -1.0979
C16 -1.0706 4.8016 5.6358
F2 -2.5950 -5.6827 0.5438
H22 5.3909 2.6677 -0.1868
H23 -1.5945 1.3428 -5.1353
O3 2.1606 2.9899 -1.1088
S7 -0.5959 1.2574 -2.5965
H24 -1.8916 -0.3862 3.2604
C17 -2.7834 -0.4325 -5.5468
N4 -3.7456 0.1300 -1.1109
C18 -1.8269 -1.2884 2.6085
H25 1.5510 -1.7519 3.0041
H26 -3.8446 -1.2979 -3.8879
H27 -3.6800 -2.3236 -5.2748
H28 4.3970 1.5025 -1.1611
F3 -1.7983 -4.6366 -1.1977
C19 4.8301 0.2000 0.8724

**E_tot**: -4296.5755 a.u.
**Relative energy (zero: lowest compared OMol25 entry of this formula, charge and spin)**: 1.332 eV
**Charge**: -2
**Gap between HOMO and LUMO**: 2.81 eV
**Highest occupied orbital energy**: 0.0142 Eh